# 1
Here is a molecular structure, C7H13N in a non-equilibrium geometry from the OMol25 dataset. Energies are from ωB97M-V with the def2-TZVPD basis set.

Properties
Orbital gap = 9.633 eV
LUMO level = 0.04144 Eh
Highest occupied orbital energy = -8.505 eV
Charge = 0
Energy relative to the best compared isomer or geometry (same formula, charge and spin) = 421.7 kJ/mol
F_max = 1.89 eV Å⁻¹

Geometry (Å):
C 0.29737 -1.20273 -0.97570
C -1.26053 -1.01190 -0.86188
C -1.83811 -0.14151 0.32008
C -0.60193 0.62341 0.61010
C 0.37628 1.79844 0.87678
C 1.40138 0.53740 0.67483
C 1.45022 -0.09886 -0.71045
H 0.53709 -2.06623 -0.31397
H 0.43533 -1.66124 -1.97835
H -1.51089 -0.57683 -1.83898
H -1.71710 -2.00536 -0.93055
H -2.68295 0.46412 -0.03543
H -2.18528 -0.78871 1.13019
H -0.38124 0.77965 -0.44712
H 0.38647 2.60107 0.11356
H 0.55945 2.21502 1.89921
H 2.38263 0.62246 1.13806
H 2.37100 -0.63958 -0.87932
H 1.39735 0.72827 -1.42658
H 0.24919 0.08964 2.29676
N 0.33428 -0.26651 1.33878

Atoms 1-6, force components in eV/Å:
0.76 -1.68 0.40
0.02 0.08 -0.77
-1.43 -0.50 -0.36
0.64 1.09 0.19
1.17 0.79 0.08
-1.07 0.82 0.91

Löwdin atomic charge list, values in e, 8 entries: -0.186 -0.185 -0.134 -0.385 -0.048 -0.274 -0.146 0.101

# 2
Here is a molecular structure, C51H56AsBrCsGe2I3N3O7S2 in a non-equilibrium geometry from the OMol25 dataset. Energies are from ωB97M-V with the def2-TZVPD basis set.

Properties
Orbital gap (alpha / beta) = 6.252 / 6.621 eV
Spin multiplicity = 2
LUMO level (alpha / beta) = 0.12852 / 0.12594 Eh
Highest occupied orbital energy (alpha / beta) = -2.755 / -3.194 eV
Charge = -2
Energy relative to the best compared isomer or geometry (same formula, charge and spin) = 0.0 kJ/mol
F_max = 1.62 eV Å⁻¹

Geometry (Å):
Cs 1.21544 0.88693 -2.70263
C 9.00948 0.08386 -0.74802
C 7.67319 0.75763 -0.90794
C 7.36420 1.90361 -0.18657
C 6.12477 2.51463 -0.30861
C 5.17330 1.98096 -1.15945
C 5.46387 0.83142 -1.87975
C 6.70619 0.23299 -1.76022
S 3.52807 2.68592 -1.28427
O 3.66744 4.00545 -0.67457
O 3.21277 2.65493 -2.71124
N 2.55881 1.71183 -0.58349
C 2.66039 1.56140 0.85611
C 2.05352 0.19156 1.16242
O 2.80828 -0.73834 1.48014
O 0.79978 0.07991 0.99957
H 9.82675 0.80637 -0.78617
H 9.17461 -0.65278 -1.53326
H 9.07720 -0.43494 0.21057
H 8.10482 2.32717 0.48326
H 5.88518 3.41397 0.24037
H 4.72066 0.40291 -2.53558
H 6.92098 -0.66221 -2.33042
H 2.10950 2.34866 1.39058
H 3.69860 1.57897 1.21408
S -1.33110 -0.01969 -4.18959
C -2.83729 -0.94616 -4.30558
C -3.30602 -1.34314 -5.56048
C -4.47029 -2.07151 -5.68117
C -5.19559 -2.40992 -4.54464
C -4.73670 -2.01459 -3.30018
C -3.55649 -1.28546 -3.16287
As -2.89671 -0.75174 -1.38756
C -4.23771 0.62576 -0.99192
C -4.09346 1.25685 0.24202
C -4.94648 2.27787 0.62503
C -5.94927 2.69968 -0.23900
C -6.08754 2.09225 -1.47658
C -5.23982 1.05729 -1.85092
C -3.71139 -2.23068 -0.38949
C -4.87711 -2.18140 0.35242
C -5.33406 -3.31380 1.01513
C -4.63040 -4.50258 0.93160
C -3.45437 -4.55655 0.19373
C -2.99275 -3.42444 -0.45246
H -2.72203 -1.08675 -6.43495
H -4.80839 -2.38331 -6.66098
H -6.10883 -2.98599 -4.62711
H -5.29519 -2.28825 -2.41269
H -3.28288 0.96507 0.90624
H -4.81262 2.75259 1.58843
H -6.61038 3.50757 0.04822
H -6.85879 2.42464 -2.16117
H -5.35809 0.59126 -2.82251
H -5.44507 -1.25896 0.41320
H -6.24473 -3.25846 1.60054
H -4.98303 -5.38293 1.45432
H -2.88023 -5.47198 0.14626
H -2.05324 -3.45719 -0.99555
O -1.47172 2.23965 -1.50886
H -2.28644 2.72779 -1.66781
H -1.36879 2.20621 -0.52869
O -0.70804 2.22661 1.12544
H -0.14732 1.39376 1.05344
H -0.05647 2.93540 1.09967
O 0.08107 -1.74089 -1.12302
H 0.28174 -1.15800 -0.36996
H 0.90184 -2.24899 -1.27030
I 0.31740 -1.66115 -5.18554
I 2.37715 -3.70124 -6.52042
N 3.57698 -2.43289 -0.55184
C 4.84850 -2.60772 -0.93804
C 4.81960 -3.20202 -2.18178
C 3.45215 -3.33648 -2.46982
N 2.70985 -2.86700 -1.47803
H 3.24061 -1.91440 0.27110
H 5.66055 -2.27794 -0.31351
H 5.65304 -3.48192 -2.79854
H 2.98494 -3.72540 -3.35781
C -4.79128 -0.78870 3.47937
Ge -3.01399 -0.09015 3.94152
C -2.79595 -0.41144 5.87686
C -3.11170 1.86057 3.67947
Ge -1.12326 -1.02646 2.71572
C 0.35447 -0.49286 3.88903
C 1.34132 -1.37329 4.31699
C 2.39325 -0.93832 5.10932
C 2.48848 0.39293 5.47577
C 1.52144 1.29005 5.04319
C 0.47026 0.84705 4.25868
C -1.14025 -2.98222 2.70316
C -0.21837 -3.65914 1.90345
C -0.13092 -5.04169 1.92734
C -0.97096 -5.77768 2.74986
C -1.90419 -5.12157 3.53605
C -1.98760 -3.73767 3.50796
H -5.50017 -0.37844 4.20114
H -4.84251 -1.87330 3.51201
H -5.09148 -0.47080 2.48402
H -3.54327 0.17755 6.41056
H -1.80406 -0.11719 6.21403
H -2.94083 -1.46112 6.12484
H -4.15378 2.17421 3.76203
H -2.71870 2.16181 2.71115
H -2.54061 2.37849 4.44832
H 1.29821 -2.41630 4.02507
H 3.15551 -1.64279 5.41963
H 3.32071 0.73546 6.07905
H 1.59204 2.33926 5.30526
H -0.25767 1.56955 3.90770
H 0.43111 -3.09882 1.24213
H 0.59351 -5.54069 1.29631
H -0.90337 -6.85829 2.76957
H -2.57541 -5.68686 4.17190
H -2.72789 -3.25090 4.13351
Br 0.21739 5.26760 -5.68110
C 1.51034 6.06788 -4.54685
C 2.39060 6.97072 -5.12809
C 3.36975 7.57032 -4.35595
C 3.46819 7.25780 -3.00610
C 2.58648 6.35653 -2.43896
C 1.59040 5.75962 -3.20393
I 0.33330 4.37870 -2.27452
H 2.30593 7.18421 -6.18439
H 4.06087 8.26519 -4.81369
H 4.24493 7.69617 -2.39494
H 2.69338 6.06347 -1.40378

Atoms 1-6, force components in eV/Å:
-0.91 -1.17 -0.65
0.04 0.01 -0.01
0.00 -0.04 -0.01
0.04 0.04 0.06
0.02 0.09 0.01
-0.13 -0.10 -0.07

Löwdin atomic charge list, values in e, 8 entries: 0.944 -0.063 -0.285 -0.052 -0.060 -0.256 -0.043 -0.050

# 3
Here is a molecular structure, C34H89AsF6KN7O8 in a non-equilibrium geometry from the OMol25 dataset. Energies are from ωB97M-V with the def2-TZVPD basis set.

Properties
Orbital gap = 6.710 eV
LUMO level = -0.01953 Eh
Highest occupied orbital energy = -7.242 eV
Charge = 0
F_max = 2.20 eV Å⁻¹

Geometry (Å):
K -2.92043 4.29741 -1.29475
As -0.01640 1.06662 -0.65162
F -1.41762 2.05852 -1.04139
F 0.03898 2.01866 0.84787
F 1.28614 0.01733 -0.20250
F -0.19925 0.24044 -2.16833
F 1.05582 2.21722 -1.41774
F -1.05919 -0.11835 0.18109
C -3.46006 -6.18036 1.24971
C -2.61276 -4.99123 0.81463
C -2.10032 -4.22660 2.05462
C -0.97522 -3.27264 1.73072
C 0.22628 -4.04752 1.21409
C -0.14633 -4.86393 -0.05441
N -1.48389 -5.46314 -0.02211
O -1.82690 -6.22910 -1.14195
C 0.09551 -3.95712 -1.26256
C 0.84558 -6.03360 -0.04191
C -3.49804 -4.04273 0.00493
H -4.05643 -6.51238 0.39603
H -4.08950 -5.96408 2.11015
H -2.81704 -7.04816 1.41238
H -2.96733 -3.65376 2.40500
H -1.92024 -4.87416 2.91697
H -0.73996 -2.68840 2.62556
H -1.26687 -2.53942 0.97338
H 0.57399 -4.74445 1.97772
H 0.96698 -3.28648 0.97331
H 0.12645 -4.52548 -2.19810
H -0.64260 -3.15522 -1.35404
H 1.05517 -3.43277 -1.28302
H 0.59069 -6.73338 0.74871
H 0.86198 -6.54886 -1.00816
H 1.87791 -5.67298 0.01389
H -4.28803 -3.59993 0.61938
H -3.93847 -4.53456 -0.86344
H -2.97134 -3.16233 -0.38004
H -2.11261 -5.55220 -1.78482
C 3.86838 -2.55785 0.09685
O 3.56704 -1.51700 -0.79615
H 3.79555 -2.18807 1.12742
H 3.15947 -3.38705 -0.02252
H 4.87991 -2.91745 -0.08450
H 2.74035 -1.08691 -0.55926
C 4.44486 -1.97115 7.15027
C 4.47090 -2.00803 5.62952
C 3.24866 -1.34976 5.03531
O 3.39498 -1.09204 3.66824
C 2.20227 -0.72693 2.99162
N 5.68964 -1.27585 5.19884
H 3.81221 -1.16242 7.52244
H 5.42684 -1.97620 7.61129
H 3.88354 -2.86193 7.45645
H 4.62193 -3.01136 5.22267
H 3.03285 -0.38763 5.54006
H 2.28803 -1.87029 5.20140
H 1.61466 -1.64780 2.90735
H 2.52447 -0.43690 1.99548
H 1.65216 0.06376 3.50657
H 5.52199 -0.94687 4.24885
H 5.73898 -0.42103 5.75035
C -2.59498 4.80762 2.32388
C -1.52408 5.70879 1.73445
C -0.42685 6.00136 2.75183
O 0.50163 6.90949 2.22083
C 1.74129 6.87185 2.88221
N -0.92901 5.08623 0.54921
H -3.37078 4.56299 1.59052
H -3.16519 5.40152 3.04402
H -2.19913 3.90663 2.78775
H -1.90133 6.67788 1.39380
H 0.05591 5.07173 3.09102
H -0.81634 6.41893 3.69496
H 1.68972 7.25619 3.90820
H 2.48082 7.55511 2.46079
H 2.15626 5.86252 2.84599
H -0.10520 5.61250 0.25532
H -0.42885 4.24960 0.87165
C -4.99512 0.83125 -0.94164
C -5.40849 1.59550 0.31259
C -4.52459 1.32755 1.52823
O -4.79767 0.02377 2.01553
C -3.59318 -0.65212 2.35745
N -5.40431 3.03693 0.03936
H -4.94084 -0.22330 -0.66939
H -4.01248 1.14483 -1.29631
H -5.72121 0.98864 -1.73966
H -6.41415 1.30366 0.63833
H -4.78035 1.97821 2.37678
H -3.48380 1.56410 1.27754
H -3.81827 -1.62384 2.79633
H -3.05272 -0.11463 3.14458
H -2.91672 -0.79466 1.51329
H -5.62563 3.56358 0.88123
H -6.17122 3.27145 -0.58531
C -2.73339 -5.65945 -5.35426
C -1.92970 -4.67225 -4.49755
C -1.56129 -3.42393 -5.27881
O -0.66335 -2.65278 -4.47572
C -0.24774 -1.51124 -5.19329
N -2.72354 -4.28350 -3.30786
H -3.18524 -6.37782 -4.67129
H -2.02622 -6.13166 -6.03162
H -3.56785 -5.12838 -5.81638
H -1.03182 -5.18191 -4.14466
H -2.45887 -2.87370 -5.58220
H -0.99722 -3.68988 -6.18214
H -1.05351 -0.82250 -5.46340
H 0.34879 -1.80543 -6.06348
H 0.43280 -0.94752 -4.55137
H -3.45026 -3.67359 -3.66924
H -2.13996 -3.74332 -2.67641
C 1.12507 4.28172 -4.57726
C -0.31679 4.40252 -4.03273
C -1.01168 3.04757 -4.09930
O -2.38441 3.17936 -3.81654
C -3.08867 1.97255 -4.05714
N -0.24029 4.94893 -2.64758
H 1.23696 4.10681 -5.64953
H 1.56681 3.42290 -4.05976
H 1.72239 5.17147 -4.37691
H -0.77855 5.15968 -4.67424
H -0.51553 2.36690 -3.40236
H -0.88145 2.70911 -5.13365
H -2.80028 1.24164 -3.29952
H -3.04190 1.60286 -5.08385
H -4.15712 2.16280 -3.92264
H 0.19953 4.15238 -2.17282
H 0.53355 5.60734 -2.66933
C 3.79694 2.21880 1.20748
C 4.14918 3.41238 0.33327
C 5.62128 3.84483 0.35475
O 6.45464 2.77192 0.04034
C 7.83233 3.13270 0.09709
N 3.66953 3.18978 -1.02364
H 2.73470 1.98447 1.15873
H 3.95602 2.51793 2.25276
H 4.43346 1.34171 1.09488
H 3.55932 4.23103 0.78331
H 5.79154 4.21707 1.37662
H 5.72978 4.74757 -0.26123
H 8.05126 3.81179 -0.73252
H 8.39346 2.21184 -0.02435
H 8.03841 3.65482 1.03420
H 2.66711 3.00290 -1.04688
H 3.78437 4.04477 -1.56313

Atoms 1-6, force components in eV/Å:
0.35 -0.18 -0.11
-1.02 -1.00 1.20
-0.04 -0.04 -0.28
0.47 -0.58 -0.66
0.14 0.65 0.01
-0.04 0.26 0.36

Löwdin atomic charge list, values in e, 8 entries: 0.762 0.821 -0.315 -0.268 -0.229 -0.229 -0.251 -0.264

# 4
Here is a molecular structure, C10H14O4 in a non-equilibrium geometry from the OMol25 dataset. Energies are from ωB97M-V with the def2-TZVPD basis set.

Properties
Orbital gap = 9.343 eV
LUMO level = 0.00903 Eh
Highest occupied orbital energy = -9.097 eV
Charge = 0
Energy relative to the best compared isomer or geometry (same formula, charge and spin) = 365.8 kJ/mol
F_max = 6.06 eV Å⁻¹

Geometry (Å):
O 0.07960 2.91056 0.55444
O 2.53400 0.83595 1.28066
O -1.67378 0.40833 -0.49498
O 0.77012 -1.53438 0.42293
C 0.21214 1.78704 0.84462
C 1.34131 0.92219 1.04662
C -0.54739 0.62845 0.27315
C 0.54876 -0.18541 0.51897
C -2.03018 1.89188 -2.36306
C -3.13962 2.49470 -0.17007
C 2.11599 -3.43649 -0.08145
C 2.47519 -2.06269 2.02523
C -2.60938 1.32713 -1.09014
C 2.07912 -2.03618 0.50588
H -2.76380 2.53248 -3.00663
H -1.74985 1.17583 -3.02949
H -1.13289 2.52137 -2.18336
H -3.06120 2.12663 0.78673
H -4.17056 2.57436 -0.27285
H -2.62925 3.51054 -0.36656
H 2.15984 -3.35486 -1.18997
H 1.31954 -4.09103 0.12546
H 2.97345 -3.86956 0.20240
H 1.53482 -2.27385 2.62166
H 2.98809 -1.14155 2.29366
H 3.19493 -2.91510 2.10279
H -3.48037 0.70053 -1.34834
H 2.66142 -1.44688 -0.00827

Atoms 1-6, force components in eV/Å:
-0.40 3.92 0.61
-0.58 1.81 0.24
1.87 -0.57 1.82
-2.34 2.70 -1.15
-1.80 -0.11 -2.67
3.38 -4.13 0.79

Löwdin atomic charge list, values in e, 8 entries: 0.163 0.105 0.025 0.037 -0.304 -0.266 -0.012 -0.057